# 1
{"formula": "CH6NO", "method": "ωB97M-V/def2-TZVPD", "e_lumo_ev": 4.312, "e_homo_ev": -2.25, "relative_energy_ev": 0.546, "homo_lumo_gap_ha": 0.2413, "spin_multiplicity": 1, "charge": -1, "symbols": ["O", "H", "C", "N", "H", "H", "H", "H", "H"], "xyz": [[-2.345609, 0.269548, 0.013571], [-2.699189, 0.607465, -0.760894], [1.717081, -0.602847, 0.199202], [0.715546, 0.409325, -0.145254], [1.370686, -1.347251, 0.971163], [2.607399, -0.143149, 0.632903], [2.032308, -1.123546, -0.596026], [0.224561, 0.240699, -1.047440], [-0.082199, 0.361208, 0.513298]], "forces_ev_per_angstrom": [[1.27, -1.13, 2.45], [-1.11, 1.08, -2.39], [-1.54, 1.42, 3.36], [-0.77, -0.20, -0.08], [0.08, 0.54, -0.67], [0.12, 0.20, 0.11], [1.10, -2.01, -3.16], [0.61, -0.13, 1.08], [0.25, 0.24, -0.70]]}

---

# 2
{"formula": "CH6NO", "method": "ωB97M-V/def2-TZVPD", "e_lumo_ev": [8.484, 8.240], "e_homo_ev": [5.00, 0.94], "relative_energy_ev": 0.995, "homo_lumo_gap_ha": [0.1282, 0.2684], "spin_multiplicity": 2, "charge": -2, "symbols": ["O", "H", "C", "N", "H", "H", "H", "H", "H"], "xyz": [[-1.254026, -1.837634, -0.364689], [-1.622703, -2.185853, 0.454579], [0.277030, 1.140261, -0.057226], [0.793321, -0.178324, 0.116937], [0.333854, 1.975732, 0.632426], [-0.744805, 1.045955, -0.438125], [0.885029, 1.636121, -0.889021], [0.342168, -0.989144, -0.453140], [0.990133, -0.607114, 0.998259]], "forces_ev_per_angstrom": [[-0.42, -0.79, -0.48], [0.07, 0.04, 0.07], [0.39, 0.19, -2.26], [1.36, -2.34, -0.96], [0.07, -0.31, 1.08], [-0.23, 0.43, 0.13], [-0.70, -0.17, 0.36], [-0.17, 2.31, 1.42], [-0.37, 0.63, 0.64]]}

---

# 3
{"formula": "CH6NO", "method": "ωB97M-V/def2-TZVPD", "e_lumo_ev": -4.592, "e_homo_ev": -14.85, "relative_energy_ev": 2.969, "homo_lumo_gap_ha": 0.3768, "spin_multiplicity": 1, "charge": 1, "symbols": ["C", "N", "O", "H", "H", "H", "H", "H", "H"], "xyz": [[0.359884, -0.338883, 0.268867], [-0.813991, 0.528982, 0.031143], [1.464393, 0.369181, -0.022839], [0.319262, -0.883201, 1.205976], [0.159817, -1.695161, -0.990776], [-1.695836, 0.005692, 0.123724], [-0.814604, 1.330573, 0.688012], [-0.743683, 0.909869, -0.925170], [2.285162, -0.105258, 0.163681]], "forces_ev_per_angstrom": [[0.37, -3.32, -2.94], [0.09, 0.37, -0.02], [-0.55, 0.35, 0.12], [-0.14, 0.12, 0.05], [0.19, 2.82, 2.69], [0.30, 0.12, -0.05], [-0.06, -0.25, -0.21], [-0.12, -0.11, 0.27], [-0.08, -0.11, 0.09]]}

---

# 4
{"formula": "CH6NO", "method": "ωB97M-V/def2-TZVPD", "e_lumo_ev": [-12.658, -16.205], "e_homo_ev": [-25.86, -27.03], "relative_energy_ev": 1.297, "homo_lumo_gap_ha": [0.4853, 0.3977], "spin_multiplicity": 2, "charge": 2, "symbols": ["N", "H", "H", "H", "H", "O", "C", "H", "H"], "xyz": [[0.212903, -1.543080, 0.177300], [1.120848, -1.742767, -0.302685], [0.052097, -0.511886, 0.082286], [0.263103, -1.815136, 1.143215], [-0.660083, -1.979571, -0.039494], [-0.398342, 0.925011, 0.406586], [-0.295456, 1.909046, -0.284176], [0.767331, 2.499861, -0.255811], [-1.062401, 2.258521, -0.927221]], "forces_ev_per_angstrom": [[1.00, 1.47, -0.04], [-1.19, -0.82, 0.00], [0.53, -2.47, 0.39], [0.81, 0.16, 1.19], [-0.50, -1.12, -1.66], [-0.38, 3.49, -0.82], [2.74, -0.84, 2.18], [-1.41, -0.66, 0.01], [-1.60, 0.79, -1.24]]}

---

# 5
{"formula": "CH6NO2", "method": "ωB97M-V/def2-TZVPD", "e_lumo_ev": -4.795, "e_homo_ev": -17.08, "relative_energy_ev": 1.334, "homo_lumo_gap_ha": 0.4514, "spin_multiplicity": 1, "charge": 1, "symbols": ["O", "H", "H", "H", "C", "N", "O", "H", "H", "H"], "xyz": [[-1.710611, 0.106008, 0.889740], [-1.939535, -0.588069, 1.500438], [-2.581202, 0.608434, 0.928380], [0.093509, 1.367461, 0.157005], [1.439119, 0.256134, -0.744855], [0.828007, -0.775463, -0.234674], [0.777948, 1.424348, -0.633975], [2.280492, -0.031010, -1.409911], [-0.179943, -0.606743, 0.175059], [0.992217, -1.761100, -0.627210]], "forces_ev_per_angstrom": [[-1.65, 1.18, -0.01], [0.23, -0.78, 0.63], [1.63, -0.42, -0.57], [1.53, 0.11, -2.13], [-3.22, -0.25, -0.16], [-1.81, -1.65, -0.28], [1.19, -1.35, 1.71], [-0.22, 1.56, 0.45], [2.17, -0.40, -0.80], [0.17, 2.00, 1.16]]}

---

# 6
{"formula": "CH6NO4P", "method": "ωB97M-V/def2-TZVPD", "e_lumo_ev": 0.611, "e_homo_ev": -9.98, "relative_energy_ev": 2.191, "homo_lumo_gap_ha": 0.3892, "spin_multiplicity": 1, "smiles": "NC[P@](=O)(O)OO", "symbols": ["N", "C", "P", "O", "O", "O", "O", "H", "H", "H", "H", "H", "H"], "xyz": [[-0.226393, 1.763804, -0.040064], [0.702303, 1.008304, -0.817008], [0.194970, -0.754477, -0.564625], [1.100692, -1.845511, -0.861875], [-1.279831, -1.069908, -1.072173], [0.054864, -0.589418, 1.266322], [-0.730704, -1.662704, 1.750914], [-0.183455, 1.294719, 0.897181], [-0.116442, 2.714381, 0.059046], [1.737836, 0.964928, -0.318459], [0.897970, 1.138071, -1.875391], [-2.031991, -0.578333, -0.567146], [-0.119819, -2.383856, 2.143278]], "forces_ev_per_angstrom": [[-1.22, -2.81, 1.03], [2.11, -1.94, 1.39], [-0.51, 0.12, 2.89], [0.60, -0.15, -0.61], [-1.65, 1.62, 1.48], [0.42, -0.29, -2.52], [0.28, -1.73, 0.89], [-0.49, 1.18, -0.99], [0.69, 2.39, -0.12], [-0.96, 0.09, -0.83], [-0.59, 0.62, -0.18], [2.03, -1.09, -1.26], [-0.72, 1.97, -1.16]]}

---

# 7
{"formula": "CH6NOP", "method": "ωB97M-V/def2-TZVPD", "e_lumo_ev": 0.379, "e_homo_ev": -10.09, "relative_energy_ev": 2.819, "homo_lumo_gap_ha": 0.3847, "spin_multiplicity": 1, "symbols": ["C", "N", "O", "P", "H", "H", "H", "H", "H", "H"], "xyz": [[-1.402583, 0.091140, 0.263366], [0.054698, 0.222825, 0.546158], [2.560142, 0.112677, 0.414975], [1.344599, -0.340687, -0.336233], [-1.812826, 1.011144, -0.137143], [-1.528196, -0.633629, -0.699417], [-1.985832, -0.320796, 1.020809], [0.366205, 1.568469, 0.893846], [1.169139, -1.708131, -0.344478], [1.234651, -0.003015, -1.621886]], "forces_ev_per_angstrom": [[1.78, -1.03, -4.59], [-0.74, 5.05, 1.44], [-0.50, -0.41, -1.47], [1.38, 0.88, 3.96], [-0.15, 0.24, 0.34], [0.26, 1.32, 2.21], [-0.64, -0.52, 1.57], [-0.98, -5.46, -1.39], [-0.34, -0.62, -0.18], [-0.07, 0.56, -1.88]]}

---

# 8
{"formula": "CH6NP", "method": "ωB97M-V/def2-TZVPD", "e_lumo_ev": -0.009, "e_homo_ev": -9.98, "relative_energy_ev": 1.372, "homo_lumo_gap_ha": 0.3664, "spin_multiplicity": 1, "smiles": "C=P.N", "symbols": ["C", "P", "H", "H", "H", "N", "H", "H", "H"], "xyz": [[-2.298745, 0.029348, 0.479990], [-1.624439, 1.160405, -0.559910], [-3.380271, -0.213321, 0.602177], [-1.680268, -0.595737, 1.114964], [-0.176001, 0.840229, -0.369721], [2.472735, -0.576707, -0.253310], [1.374704, -0.589882, -0.306916], [2.600201, 0.126847, 0.437308], [2.712083, -0.181183, -1.144586]], "forces_ev_per_angstrom": [[0.00, -0.10, -0.11], [0.32, -0.79, 0.38], [0.88, 0.73, -0.33], [0.06, -0.05, -0.10], [-1.29, 0.26, 0.15], [-3.52, -0.79, -0.33], [2.64, -0.33, 0.08], [0.55, 0.78, 0.62], [0.38, 0.30, -0.38]]}

---

# 9
{"formula": "CH6NPS", "method": "ωB97M-V/def2-TZVPD", "e_lumo_ev": [-1.546, -1.546], "e_homo_ev": [-7.57, -7.57], "relative_energy_ev": 4.614, "homo_lumo_gap_ha": [0.2212, 0.2213], "spin_multiplicity": 1, "symbols": ["C", "N", "P", "S", "H", "H", "H", "H", "H", "H"], "xyz": [[-1.582944, -0.546087, -0.314552], [2.181163, -0.441036, 0.518772], [0.388832, 1.712451, -0.600025], [-0.820211, 0.808191, 0.718759], [-0.742335, -1.028023, -0.642650], [-2.234092, 0.119840, -1.054620], [-2.064496, -1.229708, 0.312121], [2.978864, -0.566196, -0.185611], [2.406819, 0.028923, 1.375009], [0.889194, 2.311921, 0.634959]], "forces_ev_per_angstrom": [[-1.52, 4.67, -0.61], [-0.91, 0.14, -3.19], [2.05, -1.24, 1.96], [-1.34, -0.90, 0.42], [1.92, -1.15, -1.76], [1.26, -2.41, 1.24], [-1.38, -0.59, 0.92], [-0.98, 0.60, 1.92], [0.92, 0.58, 0.18], [-0.02, 0.30, -1.09]]}

---

# 10
{"formula": "CH6NS", "method": "ωB97M-V/def2-TZVPD", "e_lumo_ev": [-5.445, -4.605], "e_homo_ev": [-14.18, -13.49], "relative_energy_ev": 4.402, "homo_lumo_gap_ha": [0.3209, 0.3267], "spin_multiplicity": 1, "charge": 1, "symbols": ["C", "N", "S", "H", "H", "H", "H", "H", "H"], "xyz": [[-0.161496, 0.004226, -0.609600], [-0.445371, 0.704318, 0.667445], [1.081019, 0.703377, -1.625528], [0.490269, -2.156438, -0.228016], [-1.127127, -0.150557, -1.054318], [0.236084, 1.354324, 1.155829], [-0.539739, 0.163729, 1.462141], [-1.303545, 1.206536, 0.648608], [0.793496, -0.133349, -2.602777]], "forces_ev_per_angstrom": [[0.63, -0.31, -0.03], [2.00, 2.28, 0.45], [-0.22, 0.23, 1.02], [-0.42, 1.03, -0.04], [-0.09, -0.59, -0.32], [-0.05, -0.20, -1.81], [-0.63, -2.99, 1.78], [-1.14, 0.87, -0.47], [-0.09, -0.32, -0.58]]}

---

# 11
{"formula": "CH6O2P2", "method": "ωB97M-V/def2-TZVPD", "e_lumo_ev": 0.738, "e_homo_ev": -9.63, "relative_energy_ev": 0.261, "homo_lumo_gap_ha": 0.3809, "spin_multiplicity": 1, "smiles": "O=[P@H](P)CO", "symbols": ["O", "P", "P", "C", "O", "H", "H", "H", "H", "H", "H"], "xyz": [[-0.737796, 1.617178, 0.141079], [-0.381432, 0.289749, -0.653402], [-1.894857, -1.265006, -0.375110], [1.472167, -0.166802, -0.055279], [1.409346, 0.320393, 1.209989], [-0.424474, 0.391202, -2.135822], [-1.594686, -1.200726, 1.127312], [-2.663476, -0.151257, -0.020436], [1.644793, -1.246382, 0.081762], [2.267520, 0.267505, -0.732654], [0.902898, 1.144141, 1.412558]], "forces_ev_per_angstrom": [[1.01, -3.37, -2.18], [0.59, 3.06, 0.74], [0.67, 0.11, 2.40], [-1.49, 0.14, -1.23], [0.69, 0.77, 2.41], [0.22, 0.12, 1.33], [-0.04, -0.53, -1.73], [-0.68, 0.27, -0.44], [-0.22, 0.27, -0.62], [-0.96, -0.18, 0.59], [0.22, -0.65, -1.27]]}

---

# 12
{"formula": "CH6O3", "method": "ωB97M-V/def2-TZVPD", "e_lumo_ev": -5.550, "e_homo_ev": -9.81, "relative_energy_ev": 8.707, "homo_lumo_gap_ha": 0.1565, "spin_multiplicity": 1, "symbols": ["O", "C", "H", "H", "H", "H", "O", "H", "H", "O"], "xyz": [[-0.581596, -1.552413, -0.342648], [0.426488, -0.583334, -0.022673], [0.054266, 0.215358, 0.589110], [1.293857, -1.012434, 0.597509], [2.547432, 1.996159, 0.522889], [-1.475122, -0.989463, -0.277063], [1.836870, 1.286537, 0.464983], [0.917942, -0.357973, -0.935691], [-2.860046, 0.788831, -0.427825], [-2.160094, 0.208728, -0.168594]], "forces_ev_per_angstrom": [[1.93, 2.11, 0.46], [-2.45, -2.52, 0.45], [-0.40, 0.36, 0.03], [-0.34, 0.24, -0.28], [-1.22, -0.94, -0.31], [-0.28, 0.12, 0.31], [1.26, 0.46, 0.34], [1.03, 0.53, -1.09], [-0.87, 0.21, -0.59], [1.34, -0.57, 0.68]]}

---

E values, unit eV, following the record order: -4670.822, -4665.588, -4661.797, -4648.256, -6711.817, -20101.664, -13958.686, -11911.416, -22744.165, -13447.709, -23805.376, -7267.272.